{"formula": "C24H60InN4Na2O12P", "method": "wB97M-V/def2-TZVPD", "total_charge": 2, "orbital_gap_ev": 2.296, "e_above_lowest_kcal_mol": 0.0, "lumo_energy_ev": -10.158, "symbols": ["Na", "H", "O", "H", "C", "H", "H", "O", "C", "H", "H", "H", "H", "H", "H", "H", "H", "H", "H", "C", "C", "N", "H", "N", "H", "O", "C", "H", "H", "H", "C", "C", "C", "H", "H", "H", "C", "H", "C", "H", "C", "H", "C", "H", "H", "H", "O", "C", "H", "C", "H", "C", "H", "H", "H", "H", "H", "H", "H", "H", "O", "H", "H", "N", "O", "C", "H", "H", "Na", "H", "H", "H", "H", "C", "C", "H", "H", "C", "O", "H", "H", "H", "H", "O", "N", "C", "H", "O", "H", "O", "C", "C", "O", "C", "P", "H", "C", "In", "H", "H", "H", "H", "H", "O"], "coordinates": [[-2.3134, -1.0248, 0.0405], [3.7907, 2.4390, 1.5743], [4.6624, -1.9888, 3.4275], [-2.6619, 0.9842, 1.3446], [1.4825, 1.4298, 3.6466], [-0.1263, -3.3861, -1.8149], [2.2869, -3.0796, -2.3510], [-0.3016, 0.7409, -4.1641], [-0.1371, -5.0317, 0.2937], [-1.4747, -6.1418, -1.0240], [0.9801, 3.4656, -2.6554], [0.3683, -5.2298, 1.2481], [6.5320, -1.6211, 4.2694], [4.0700, -3.1989, 4.9686], [2.3402, 0.1849, 5.2072], [6.1037, -3.3460, 4.0748], [0.7005, 1.3957, 2.8865], [2.2728, -2.9785, 3.2384], [0.6840, -0.1716, 4.8402], [2.8864, 3.4818, -1.6843], [0.0326, 1.9988, -4.7519], [2.0571, -0.9105, 3.4116], [2.7142, 4.4636, -1.2306], [0.9210, -4.6294, -0.5622], [0.8194, -2.1631, -5.4384], [-1.7640, -6.7370, 0.9249], [1.7493, -3.9209, -2.8200], [-4.6979, 3.2040, 0.6701], [-2.6765, -4.8998, 1.4498], [6.4755, -2.2857, 2.6596], [-6.2183, 2.7630, 1.9090], [-1.7002, 0.6907, -3.8645], [-2.5476, 2.0579, 1.5919], [-7.3705, 1.7867, 0.3591], [-0.3963, 2.8436, -4.2050], [-1.9427, 1.4322, -3.0932], [3.0464, 2.7030, 2.3210], [-8.9748, 3.8582, -0.7563], [5.1352, 3.1753, -1.1255], [2.1614, 3.0584, 1.7789], [1.5400, 1.9840, -4.8334], [2.6531, 2.6788, -0.9743], [3.8026, -2.2309, 4.5378], [4.9186, 2.2540, -0.5691], [3.3786, 3.4869, 3.0063], [1.0825, -1.5933, -3.8125], [-7.0163, 3.7541, -0.0764], [0.5574, -4.2569, -1.9170], [5.1885, 4.0239, -0.4342], [0.7191, -2.4448, -4.3953], [2.4451, -4.7564, -2.8845], [-2.8784, -5.9261, 1.1233], [1.3823, -3.7382, -0.1271], [-1.9881, -0.2919, -3.4944], [1.9582, 2.7145, -5.5453], [1.3180, 2.2690, 4.3310], [-7.8138, 2.8943, -1.7412], [1.7959, 1.0766, -5.3955], [2.2889, 4.1921, -3.5889], [-2.2923, 0.8913, -4.7629], [-2.2970, 2.9033, 0.5086], [-3.6860, 3.4898, 2.7742], [-0.2102, -7.1200, -0.1938], [-4.9152, 2.4747, 1.3483], [1.3221, -3.6879, -4.1319], [2.3997, -2.2057, 4.0018], [1.6695, -2.4619, 4.7904], [3.2905, 2.1526, -3.8295], [1.1936, 0.2964, -2.2454], [-1.7370, 2.0856, 2.3354], [3.9931, -1.4517, 5.2830], [-8.2918, 2.9072, 1.3299], [-3.5540, -6.3540, 1.8641], [-0.9196, -6.2977, -0.0890], [-1.2261, 2.5720, -0.3064], [-6.1669, 3.7306, 2.4334], [-6.5324, 2.0336, 2.6649], [2.0332, 3.3596, -2.9211], [2.7313, 1.5391, 3.0789], [-1.2080, 3.2285, -1.1786], [-0.3303, 2.0556, -5.7831], [-0.2645, 2.6677, 0.2142], [1.2258, -1.0549, 2.8221], [4.2064, 3.3640, -2.1494], [2.3072, 2.0761, -3.5796], [-3.8003, 2.5074, 2.2916], [-1.3278, 1.5600, -0.7279], [1.3421, -2.0451, 0.4277], [-4.0600, 1.7966, 3.0851], [-0.3904, -0.8441, -1.1650], [1.6391, 0.1281, 4.3726], [-7.9484, 3.7919, -1.1279], [1.6045, 0.2443, 0.0110], [-7.3030, 2.7591, 0.8759], [0.4366, -0.7723, 0.1684], [-7.7556, 4.6750, -1.7292], [6.0115, -2.3512, 3.6415], [3.5978, -0.8482, 1.7212], [-0.3497, -2.5257, -4.1633], [0.0259, -5.1221, -2.3307], [-0.8707, -4.2481, 0.5571], [-3.5109, -5.9396, 0.2231], [6.1348, 3.0748, -1.5427], [-0.5177, -0.5362, 1.3291]], "mulliken_charge": [0.852, 0.129, -0.311, -0.454, 0.243, 0.138, 0.192, 0.026, -0.226, 0.461, 0.224, 0.319, 0.325, 0.555, 0.376, 0.304, -0.293, 0.133, 0.469, 0.118, -0.640, 0.299, 0.479, -0.049, 0.377, -0.356, -0.533, 0.214, 0.213, 0.266, -0.664, -0.774, 0.847, 0.307, 0.513, 0.256, -0.632, 0.298, -0.628, 0.241, -1.085, -0.296, -0.460, 0.092, 0.342, -0.097, -0.307, -0.326, 0.326, -0.163, 0.354, -0.665, 0.388, 0.095, 0.543, 0.514, 0.305, 0.352, 0.496, 0.419, -0.442, 0.457, 0.273, -0.224, -0.450, -0.655, 0.498, 0.244, 0.536, -0.024, 0.328, 0.444, 0.305, -0.591, 0.363, 0.344, 0.391, -0.773, -0.354, 0.351, 0.412, -0.060, -0.124, -0.431, -0.085, -1.147, -0.289, -0.561, 0.390, -0.613, -1.010, -0.745, -0.495, -0.583, 0.773, 0.239, -0.753, 1.193, 0.252, 0.438, 0.044, 0.314, 0.335, -0.953]}



{"formula": "C5H9NO2", "method": "wB97M-V/def2-TZVPD", "smiles": "O=C(O)[C@@H]1CCCN1", "orbital_gap_ev": 10.162, "e_above_lowest_kcal_mol": 12.5, "lumo_energy_ev": 0.638, "symbols": ["O", "N", "H", "H", "H", "H", "H", "H", "H", "C", "C", "H", "C", "C", "H", "O", "C"], "coordinates": [[1.6436, -1.5987, -0.5710], [-0.3039, 0.8108, 1.0641], [-2.3018, 1.4914, 0.6166], [-1.0469, 2.5443, 0.0031], [-0.4429, 0.8679, 2.0360], [1.1961, 1.1154, 0.4973], [-2.2633, 0.6608, -1.6689], [-2.1615, -1.1383, 0.1877], [-0.4964, 0.7757, -1.6533], [-0.1636, -0.6202, 0.6227], [-1.2545, -0.8803, -0.3963], [-1.0215, -1.7044, -1.1732], [1.1821, -0.6161, -0.0366], [-1.3254, 1.5039, 0.1750], [-0.1775, -1.2584, 1.4654], [1.9017, 0.5295, 0.1033], [-1.3585, 0.5332, -1.0343]], "nbo_charge": [-0.587, -0.657, 0.181, 0.208, 0.383, 0.495, 0.226, 0.209, 0.215, -0.180, -0.406, 0.256, 0.756, -0.223, 0.231, -0.684, -0.423]}



{"formula": "C18H19BN6Pt", "method": "wB97M-V/def2-TZVPD", "multiplicity": 5, "total_charge": 2, "orbital_gap_ev": [6.495, 4.690], "s2": 6.05, "e_above_lowest_kcal_mol": 30.7, "lumo_energy_ev": [-6.127, -10.379], "symbols": ["C", "C", "H", "C", "C", "H", "H", "H", "C", "H", "H", "H", "H", "C", "H", "H", "H", "H", "C", "Pt", "C", "H", "B", "C", "C", "C", "C", "H", "N", "H", "N", "C", "N", "H", "C", "H", "C", "N", "N", "N", "C", "C", "C", "H", "H"], "coordinates": [[-0.2396, 0.1703, 2.9529], [-2.6861, -0.7239, -2.1654], [1.2442, 3.4968, -2.9650], [3.1356, -1.9044, -1.7876], [1.0334, -0.5123, 6.3953], [1.8897, -0.9979, 6.8689], [0.9983, 1.0011, -4.1410], [2.1172, -2.3221, 0.1791], [0.8551, 3.0677, -2.0207], [1.7578, -0.8868, 4.3849], [-2.0335, 1.1600, 4.6698], [-0.7346, -2.6982, 0.5725], [0.7470, 4.6591, -0.5110], [-1.0939, 0.6404, 6.5556], [3.9759, -2.5927, -1.8155], [-2.2513, -2.1651, -0.2036], [0.0194, -1.7342, -1.1886], [-3.3081, -1.1387, -1.3581], [-0.1368, 0.1640, 4.3676], [-0.5267, -0.4904, -0.1314], [-2.8719, -0.6136, -3.5176], [-1.3639, 0.1190, -5.0535], [0.6485, 0.6314, -3.0630], [-1.4943, -1.9248, 0.5241], [2.2350, -1.7951, -0.7665], [-1.1697, 0.7033, 5.1639], [0.0170, 0.0541, 7.1730], [3.1714, -0.7627, -3.7479], [0.5468, 1.7503, -1.9789], [-0.2014, 2.5752, 1.0474], [1.2937, -0.8844, -1.1472], [0.9656, -0.4507, 5.0030], [-0.8122, 0.0747, -3.0574], [-1.9036, 1.0596, 7.1572], [-1.6931, -0.1118, -4.0446], [0.0927, 0.0458, 8.2556], [0.0998, 2.5720, 0.0019], [1.6112, -0.4113, -2.4101], [0.0521, 1.4328, -0.7190], [-1.4471, -0.2654, -1.8682], [2.7478, -1.0153, -2.7775], [-0.3448, -0.0198, 1.7135], [0.5882, 3.6026, -0.7911], [-1.7958, -1.7205, 1.5158], [-3.7610, -0.8938, -4.0523]], "nbo_charge": [0.126, 0.017, 0.259, -0.271, -0.199, 0.260, 0.019, 0.256, 0.048, 0.244, 0.249, 0.256, 0.269, -0.198, 0.279, 0.220, 0.016, 0.244, -0.077, 1.250, -0.310, 0.256, 0.529, -0.794, -0.002, -0.117, -0.022, 0.266, -0.321, 0.235, -0.246, -0.118, -0.310, 0.261, 0.075, 0.254, 0.018, -0.317, -0.353, -0.345, 0.133, -0.213, -0.326, 0.230, 0.270]}